## i
Below is C3H7O2 as an isolated structure, with properties calculated with ωB97M-V with the def2-TZVPD basis set.

The geometry in ORCA input format:
```
! RIJCOSX wB97M-V def2-TZVPD def2/J DEFGRID3
* xyz 1 1
C 0.014 -0.147 -0.246
C 0.530 -1.436 -0.225
C -0.372 0.843 -1.147
O -0.581 1.451 1.899
O 0.243 0.397 1.566
H 0.528 -1.963 -1.244
H 1.543 -1.467 0.164
H 0.035 -1.978 0.561
H -1.203 1.587 -0.876
H -0.464 0.223 -2.057
H 0.577 1.436 -1.140
H -0.849 1.053 2.743
*
```

HOMO (spin up / spin down) = -14.7 / -14.7 eV
Kohn-Sham gap (spin up / spin down) = 0.2865 / 0.2863 Eh
LUMO energy (spin up / spin down) = -6.89 / -6.89 eV

***

## ii
Below is an isolated ion of composition C3H7O2 and charge +1, with properties calculated with ωB97M-V with the def2-TZVPD basis set.

The geometry in ORCA input format:
```
! RIJCOSX wB97M-V def2-TZVPD def2/J DEFGRID3
* xyz 1 1
C -0.045 0.290 -0.209
C -1.538 0.234 -0.200
C 0.518 -0.807 1.040
O 2.006 0.803 -0.926
O 0.617 0.788 -1.059
H -1.763 -0.906 -0.055
H -2.037 0.854 0.575
H -2.004 0.337 -1.205
H 0.008 -1.633 0.856
H 0.181 -0.083 1.816
H 1.569 -0.787 1.158
H 2.488 0.911 -1.792
*
```

HOMO = -17.0 eV
Kohn-Sham gap = 0.4355 Eh
LUMO energy = -5.14 eV

***

The structure with the least stability is i.

***

## i
Below is an isolated molecule of C2H2O2S, with properties calculated with ωB97M-V with the def2-TZVPD basis set.

The geometry in ORCA input format:
```
! RIJCOSX wB97M-V def2-TZVPD def2/J DEFGRID3
* xyz 0 1
C -0.852 -0.660 -0.037
C -0.075 0.558 0.132
O -0.501 -1.802 0.103
O 2.456 -0.098 -0.220
S 1.530 0.973 0.074
H -1.905 -0.430 -0.322
H -0.653 1.460 0.270
*
```

HOMO (spin up / spin down) = -10.3 / -10.3 eV
Kohn-Sham gap (spin up / spin down) = 0.3227 / 0.3226 Eh
LUMO energy (spin up / spin down) = -1.48 / -1.48 eV

***

## ii
Below is C2H2O2S as an isolated structure, with properties calculated with ωB97M-V with the def2-TZVPD basis set.

The geometry in ORCA input format:
```
! RIJCOSX wB97M-V def2-TZVPD def2/J DEFGRID3
* xyz 0 1
C -0.976 -0.980 -0.554
C -0.063 -0.337 0.398
O -0.912 -1.879 -1.304
O 1.605 1.762 0.621
S 0.527 0.952 -0.413
H -1.895 -0.419 -0.231
H 1.714 0.901 1.482
*
```

HOMO = -9.9 eV
Kohn-Sham gap = 0.3386 Eh
LUMO energy = -0.73 eV

***

The structure with the least stability is ii.

***

## i
Below is an isolated molecule of C20H24N2O4, with properties calculated with ωB97M-V with the def2-TZVPD basis set.

The geometry in ORCA input format:
```
! RIJCOSX wB97M-V def2-TZVPD def2/J DEFGRID3
* xyz 0 1
C -5.312 -0.324 -1.280
O -4.343 0.178 -0.392
C -3.478 -0.709 0.197
C -3.665 -2.085 0.169
C -2.798 -2.945 0.819
C -1.725 -2.437 1.522
C -1.516 -1.072 1.542
C -2.362 -0.193 0.876
O -2.020 1.129 1.003
C -2.386 2.092 0.035
C -1.928 1.738 -1.389
N -0.563 1.272 -1.397
C -0.294 -0.041 -1.529
O -1.127 -0.856 -1.881
C 1.144 -0.489 -1.287
C 2.064 0.433 -0.476
N 1.532 0.730 0.842
C 1.094 1.953 1.201
C 0.674 2.084 2.642
O 1.016 2.870 0.399
C 3.430 -0.204 -0.342
C 3.596 -1.382 0.378
C 4.846 -1.962 0.499
C 5.946 -1.375 -0.101
C 5.790 -0.204 -0.822
C 4.540 0.378 -0.939
H -6.076 -0.909 -0.757
H -4.856 -0.934 -2.065
H -5.780 0.553 -1.727
H -4.504 -2.501 -0.365
H -2.972 -4.009 0.774
H -1.047 -3.095 2.044
H -0.682 -0.648 2.078
H -1.865 2.994 0.371
H -3.466 2.271 0.037
H -2.023 2.628 -2.017
H -2.540 0.935 -1.803
H 0.114 1.914 -1.001
H 1.072 -1.466 -0.804
H 1.598 -0.653 -2.268
H 2.172 1.397 -0.986
H 1.553 -0.014 1.521
H 0.758 3.123 2.947
H -0.373 1.790 2.712
H 1.271 1.456 3.297
H 2.745 -1.857 0.845
H 4.960 -2.877 1.062
H 6.921 -1.829 -0.008
H 6.644 0.260 -1.293
H 4.424 1.295 -1.499
*
```

SMILES = COc1ccccc1OCCNC(=O)C[C@@H](NC(C)=O)c1ccccc1
HOMO = -8.1 eV
Kohn-Sham gap = 0.3208 Eh
LUMO energy = 0.67 eV

***

## ii
Below is C20H24N2O4 as an isolated structure, with properties calculated with ωB97M-V with the def2-TZVPD basis set.

The geometry in ORCA input format:
```
! RIJCOSX wB97M-V def2-TZVPD def2/J DEFGRID3
* xyz 0 1
O 0.217 0.146 1.388
C 0.925 1.127 1.029
N 2.244 1.242 1.433
H 2.829 2.009 1.270
C 2.774 0.424 2.588
C 4.020 -0.463 1.864
H 3.583 -1.170 1.117
H 4.707 0.480 1.293
C 5.057 -1.205 2.615
H 5.376 -0.660 3.395
C 4.541 -2.608 3.124
C 3.443 -2.262 4.278
C 3.463 -1.085 5.411
H 4.694 -1.115 5.302
H 3.285 -1.460 6.300
C 2.854 -0.032 5.154
H 2.863 0.707 6.038
H 1.752 -0.181 5.073
C 3.282 0.936 3.679
H 2.790 1.730 3.893
H 4.390 1.180 3.890
H 2.442 -2.314 3.844
H 3.244 -3.367 4.739
H 5.232 -3.292 3.706
H 4.117 -2.964 2.277
H 5.760 -1.603 1.879
H 1.949 -0.443 2.788
C 0.731 2.254 0.035
H 1.425 2.286 -0.492
H 0.422 3.123 0.746
O -0.520 1.973 -0.517
C -0.544 1.034 -1.246
O 0.447 0.363 -1.702
C -2.024 0.567 -1.569
C -2.958 0.593 -0.668
C -4.208 0.125 -1.188
O -5.217 0.418 -0.278
N -4.552 -0.498 -2.297
C -3.525 -0.350 -3.309
C -3.753 -0.907 -4.567
C -3.081 -0.998 -5.534
C -1.524 -0.753 -5.201
C -1.243 -0.070 -3.921
C -2.301 0.051 -2.869
H -0.127 0.279 -3.786
H -1.030 -0.532 -6.116
H -3.349 -1.230 -6.511
H -5.126 -1.061 -4.760
H -5.400 -0.429 -2.636
H -2.597 0.842 0.319
*
```

HOMO = -8.4 eV
Kohn-Sham gap = 0.3088 Eh
LUMO energy = 0.00 eV

***

The structure with the least stability is ii.

***

## i
Below is a 2-piece molecular cluster, C2H4NO4S overall, with properties calculated with ωB97M-V with the def2-TZVPD basis set.

The geometry in ORCA input format:
```
! RIJCOSX wB97M-V def2-TZVPD def2/J DEFGRID3
* xyz -1 1
C -0.308 -3.242 -1.033
C 1.532 0.324 0.935
N -1.248 -2.539 -0.409
O 0.885 -3.374 -0.874
O -0.060 -2.158 1.915
O -1.993 -0.948 1.339
O 0.380 0.252 0.140
S -0.844 -1.645 0.824
H -0.862 -3.728 -1.977
H 2.386 0.329 0.244
H 1.673 -0.658 1.418
H 1.171 1.131 1.571
*
```

HOMO = -5.1 eV
Kohn-Sham gap = 0.3123 Eh
LUMO energy = 3.36 eV

***

## ii
Below is an isolated ion of composition C2H4NO4S and charge -1, with properties calculated with ωB97M-V with the def2-TZVPD basis set.

The geometry in ORCA input format:
```
! RIJCOSX wB97M-V def2-TZVPD def2/J DEFGRID3
* xyz -1 1
C -0.473 -0.253 -0.087
C 0.872 -0.103 0.528
N 1.955 -0.600 0.007
O 4.603 1.177 -0.961
O 3.080 -0.394 0.682
O 1.990 -1.277 -1.041
O 5.674 0.131 0.963
S 4.847 -0.059 -0.222
H -1.094 -0.957 0.471
H -0.360 -0.620 -1.104
H -0.991 0.708 -0.101
H 1.001 0.458 1.439
*
```

HOMO = -4.3 eV
Kohn-Sham gap = 0.3003 Eh
LUMO energy = 3.89 eV

***

The structure with the least stability is i.

***

## i
Below is an isolated molecule of C21H24N2O5, with properties calculated with ωB97M-V with the def2-TZVPD basis set.

The geometry in ORCA input format:
```
! RIJCOSX wB97M-V def2-TZVPD def2/J DEFGRID3
* xyz 0 1
C -8.514 -0.470 0.529
C -7.374 0.402 1.023
O -6.184 0.012 0.344
C -5.067 0.690 0.678
O -5.079 1.576 1.502
C -3.898 0.223 -0.062
C -3.875 -0.785 -1.032
C -4.963 -1.633 -1.575
N -2.611 -0.900 -1.460
C -1.794 -0.008 -0.805
C -0.382 -0.004 -1.126
O 0.115 -0.743 -1.951
O 0.313 0.937 -0.456
C 1.715 0.843 -0.585
C 2.210 -0.316 0.285
O 1.422 -1.063 0.826
N 3.549 -0.460 0.444
C 4.645 0.284 0.000
C 4.755 1.215 -1.020
C 5.993 1.801 -1.255
C 7.104 1.470 -0.502
C 7.000 0.523 0.508
C 5.778 -0.064 0.747
C 5.423 -1.103 1.765
C 4.017 -1.539 1.333
C 4.026 -2.858 0.567
C -2.573 0.714 0.084
C -2.101 1.778 1.004
H -8.645 -0.345 -0.542
H -8.301 -1.516 0.734
H -9.434 -0.189 1.035
H -7.568 1.462 0.822
H -7.223 0.286 2.102
H -5.745 -1.014 -2.009
H -4.574 -2.307 -2.335
H -5.420 -2.217 -0.778
H -2.255 -1.548 -2.147
H 1.973 0.642 -1.632
H 2.126 1.796 -0.248
H 3.925 1.486 -1.648
H 6.082 2.526 -2.050
H 8.054 1.940 -0.705
H 7.862 0.246 1.096
H 6.121 -1.940 1.760
H 5.422 -0.670 2.768
H 3.318 -1.612 2.170
H 3.024 -3.081 0.210
H 4.700 -2.793 -0.285
H 4.352 -3.666 1.218
H -1.266 1.408 1.596
H -2.909 2.092 1.656
H -1.744 2.635 0.435
*
```

SMILES = CCOC(=O)c1c(C)[nH]c(C(=O)OCC(=O)N2c3ccccc3C[C@@H]2C)c1C
HOMO = -8.4 eV
Kohn-Sham gap = 0.3357 Eh
LUMO energy = 0.76 eV

***

## ii
Below is an isolated molecule of C21H24N2O5, with properties calculated with ωB97M-V with the def2-TZVPD basis set.

The geometry in ORCA input format:
```
! RIJCOSX wB97M-V def2-TZVPD def2/J DEFGRID3
* xyz 0 1
C -2.083 -6.845 -0.813
C -1.570 -6.623 -2.228
O -0.443 -5.738 -2.239
C -0.694 -4.433 -2.222
O -1.789 -3.938 -2.245
C 0.609 -3.641 -2.192
N 0.372 -2.228 -2.200
C -0.180 -1.548 -3.359
C -0.001 -0.089 -3.002
C -0.896 1.067 -3.381
C -0.169 2.147 -3.118
C 1.175 1.632 -2.645
O 1.289 0.406 -3.348
C 1.007 1.104 -1.184
C 0.478 2.098 -0.164
O 0.230 3.259 -0.409
N 0.298 1.522 1.043
C -0.134 2.255 2.208
C 1.015 2.468 3.205
C 0.529 3.245 4.395
C 0.442 4.631 4.338
C -0.037 5.351 5.417
C -0.439 4.694 6.568
C -0.359 3.314 6.632
C 0.120 2.595 5.551
C 0.050 -0.066 -1.442
C 0.531 -1.460 -1.100
O 0.976 -1.828 -0.033
H -2.447 -5.909 -0.398
H -2.897 -7.563 -0.830
H -1.285 -7.226 -0.179
H -1.202 -7.552 -2.666
H -2.359 -6.198 -2.856
H 1.230 -3.942 -3.043
H 1.141 -3.881 -1.265
H 0.389 -1.807 -4.256
H -1.234 -1.808 -3.498
H -1.916 0.975 -3.696
H -0.430 3.184 -3.165
H 2.035 2.274 -2.806
H 1.977 0.729 -0.845
H 0.570 0.557 1.167
H -0.504 3.220 1.856
H -0.952 1.715 2.696
H 1.815 3.013 2.701
H 1.400 1.496 3.520
H 0.756 5.145 3.441
H -0.097 6.428 5.361
H -0.811 5.256 7.411
H -0.670 2.795 7.528
H 0.182 1.517 5.608
H -0.934 0.091 -0.995
*
```

SMILES = CCOC(=O)CN1C[C@]23C=C[C@H](O2)[C@@H](C(=O)NCCc2ccccc2)[C@@H]3C1=O
HOMO = -9.0 eV
Kohn-Sham gap = 0.3584 Eh
LUMO energy = 0.71 eV

***

The structure with the least stability is ii.

***

## i
Below is a 2-piece molecular cluster, C2H4BrN2 overall, with properties calculated with ωB97M-V with the def2-TZVPD basis set.

The geometry in ORCA input format:
```
! RIJCOSX wB97M-V def2-TZVPD def2/J DEFGRID3
* xyz 1 1
C -0.427 -1.833 0.097
C 0.492 0.456 -0.069
N -0.019 -0.645 -0.075
N 0.458 1.753 0.003
Br 3.268 0.136 -0.121
H -0.602 -2.470 -0.701
H -0.663 -2.310 0.985
H -0.391 2.284 -0.221
H 0.943 2.177 0.798
*
```

HOMO (spin up / spin down) = -14.3 / -14.3 eV
Kohn-Sham gap (spin up / spin down) = 0.2304 / 0.2308 Eh
LUMO energy (spin up / spin down) = -8.06 / -8.06 eV

***

## ii
Below is an isolated ion of composition C2H4BrN2 and charge +1, with properties calculated with ωB97M-V with the def2-TZVPD basis set.

The geometry in ORCA input format:
```
! RIJCOSX wB97M-V def2-TZVPD def2/J DEFGRID3
* xyz 1 1
C 1.077 -0.507 -1.935
C -0.317 0.406 1.377
N 0.138 -0.615 0.527
N 0.410 -0.311 -0.673
Br -0.071 -1.289 -3.171
H 0.464 1.014 1.754
H -1.153 0.720 0.800
H -0.629 -0.169 2.258
H 0.082 0.751 -0.936
*
```

HOMO = -15.4 eV
Kohn-Sham gap = 0.3143 Eh
LUMO energy = -6.85 eV

***

The structure with the least stability is ii.